{"formula": "C2H3N4", "method": "wB97M-V/def2-TZVPD", "charge": 1, "lumo_energy_ev": -7.444, "homo_lumo_gap_ev": 8.11, "de_lowest_kcal_mol": 53.5, "smiles": "N1=NC1[C@@H]1N=[NH+]1", "symbols": ["C", "C", "N", "N", "N", "N", "H", "H", "H"], "positions_angstrom": [[-0.06, -0.23, -1.23], [-0.13, -0.23, 0.25], [-1.31, 0.39, -1.74], [-0.28, 0.97, -1.98], [-1.50, 0.13, 0.61], [-0.62, 0.94, 0.89], [0.37, -1.09, -1.74], [0.42, -0.97, 0.83], [-0.51, 1.92, 1.15]]}